74
Properties=species:S:1:pos:R:3:forces:R:3:lowdin_charge:R:1 method="wB97M-V/def2-TZVPD" relative_energy_ev=2.643 orbital_gap_ev=8.33 e_homo_ev=-11.89 total_energy_ha=-3045.0478 charge=+1
Zn 19.13060 -2.00706 -22.83990 -0.649 1.408 -1.466 0.86
F 19.08302 -0.76530 -24.35235 0.272 -0.429 0.078 -0.40
C 19.16612 3.69567 -22.07183 0.734 -1.279 -0.948 -0.03
C 18.69677 3.02788 -23.38287 0.940 -0.059 -0.318 -0.43
C 19.69330 3.16713 -24.53743 0.477 0.522 0.749 -0.04
O 18.58588 1.62640 -23.13074 -0.715 -0.227 0.519 -0.10
H 19.58306 4.66423 -22.33925 -0.547 0.384 0.638 0.08
H 19.99984 3.10210 -21.68093 0.208 0.032 -0.242 0.06
H 18.42756 3.59628 -21.27920 -0.321 0.825 -0.188 0.07
H 17.77344 3.51176 -23.71385 -0.380 -0.540 0.178 0.14
H 19.38090 2.76184 -25.49624 -0.562 0.053 0.086 0.06
H 20.60165 2.61538 -24.27336 0.154 0.224 0.103 0.08
H 19.93004 4.22854 -24.63482 0.184 -0.092 -0.307 0.09
H 18.94039 1.09117 -23.85700 -0.216 -0.007 -0.102 0.05
C 20.55209 -4.49563 -26.17339 -1.062 0.313 -1.078 -0.05
C 20.66959 -4.40404 -24.67417 1.407 -1.796 -1.597 -0.47
C 22.12396 -4.73939 -24.34184 -0.062 1.202 1.032 -0.04
O 20.30951 -3.11697 -24.21909 -0.465 0.347 0.797 -0.08
H 19.52906 -4.37711 -26.55108 -0.158 -0.095 0.362 0.08
H 20.86246 -5.48023 -26.51840 0.237 0.090 -0.007 0.10
H 21.08648 -3.71398 -26.72176 0.496 -0.131 0.276 0.10
H 20.07016 -5.23885 -24.30294 -0.459 0.670 0.664 0.13
H 22.75155 -3.95124 -24.76429 0.144 -0.208 -0.188 0.09
H 22.45658 -5.71619 -24.67926 -0.216 -0.025 -0.102 0.09
H 22.26183 -4.66458 -23.25907 0.099 -0.262 0.005 0.08
H 20.18161 -2.49187 -24.95301 -0.046 -0.025 0.031 0.10
C 19.75498 0.63156 -27.62281 0.477 -0.505 -0.702 -0.06
C 18.26525 0.27433 -27.66398 0.845 0.101 0.919 -0.45
C 18.08833 -1.24322 -27.84959 0.655 0.371 0.419 -0.04
O 17.69327 0.68499 -26.41834 -0.294 0.036 -0.216 -0.07
H 20.28105 0.24994 -28.50450 -0.144 -0.071 -0.095 0.08
H 20.20854 0.10753 -26.77683 -0.058 0.134 0.163 0.06
H 20.02642 1.68494 -27.57980 -0.473 0.129 0.201 0.07
H 17.75007 0.83397 -28.44260 -0.089 -0.038 0.032 0.14
H 17.91392 -1.47251 -28.89822 -0.495 -0.372 0.182 0.09
H 17.36679 -1.57018 -27.10069 -0.711 -0.083 -0.748 0.06
H 18.98536 -1.79373 -27.54262 0.283 0.233 -0.185 0.06
H 18.04131 0.08788 -25.73984 0.080 0.042 0.140 0.03
C 18.50642 0.55490 -19.62484 1.260 -0.165 -0.844 -0.02
C 17.55961 -0.35823 -20.39224 -0.681 -0.476 -0.612 -0.42
C 16.15088 0.17356 -20.63635 0.254 0.922 1.842 -0.03
O 18.02562 -0.59215 -21.75110 0.942 0.171 0.356 -0.14
H 18.49701 0.55159 -18.53777 -0.735 0.004 -0.023 0.09
H 18.52758 1.56689 -20.03157 -0.473 0.122 0.229 0.07
H 19.52245 0.21187 -19.85950 -0.009 -0.177 0.040 0.06
H 17.59275 -1.36622 -19.96603 -0.466 0.224 0.335 0.14
H 16.13185 1.21490 -20.97164 0.590 -0.124 -0.522 0.09
H 15.72416 0.33321 -19.63722 -0.674 -0.693 -0.231 0.09
H 15.58600 -0.41918 -21.34661 -0.184 -0.238 0.374 0.09
H 18.17531 0.34135 -22.05496 0.258 -0.348 -1.102 0.07
C 22.35529 0.79323 -21.89508 0.086 -1.701 0.266 -0.01
C 22.02677 -0.55155 -22.60206 1.408 1.491 -2.012 -0.42
C 23.25015 -1.47069 -22.74621 -0.715 -1.446 0.715 -0.03
O 20.83274 -1.13079 -22.05176 0.734 -0.671 0.984 -0.09
H 22.59790 1.55270 -22.63112 -0.123 0.204 0.203 0.09
H 23.22058 0.57588 -21.26706 0.076 0.508 0.097 0.08
H 21.52194 1.03965 -21.23962 -0.041 0.519 -0.234 0.07
H 21.83000 -0.31186 -23.64787 -0.930 -0.056 0.162 0.13
H 22.89755 -2.50264 -22.84677 -0.148 0.036 0.045 0.05
H 23.91798 -1.49941 -21.88406 0.059 0.347 -0.020 0.08
H 23.81415 -1.34440 -23.66836 0.030 0.656 0.125 0.09
H 21.07408 -1.30659 -21.13013 -0.411 -0.072 0.012 0.12
C 17.04612 -5.12052 -24.71473 0.566 0.535 -0.079 -0.03
C 16.90510 -3.59401 -24.89855 -1.976 -1.875 -0.807 -0.44
C 15.43743 -3.30411 -25.23290 -0.045 0.931 0.182 -0.04
O 17.26444 -2.97896 -23.66371 1.036 0.789 0.893 -0.07
H 16.76081 -5.72522 -25.57420 0.087 0.292 -0.226 0.10
H 16.40398 -5.46540 -23.90136 0.076 0.127 0.157 0.09
H 18.09202 -5.30401 -24.47309 -0.100 -0.419 0.078 0.05
H 17.48514 -3.23666 -25.74561 0.637 0.292 0.578 0.11
H 15.16014 -3.56752 -26.25341 0.226 -0.487 0.064 0.09
H 15.21269 -2.23498 -25.19639 0.193 0.047 0.248 0.09
H 14.78078 -3.80590 -24.52051 -0.078 -0.075 -0.100 0.09
H 16.78904 -3.40893 -22.94223 -0.303 -0.066 -0.254 0.11


81
Properties=species:S:1:pos:R:3:forces:R:3:lowdin_charge:R:1 method="wB97M-V/def2-TZVPD" relative_energy_ev=3.431 orbital_gap_ev=6.03 e_homo_ev=-3.94 total_energy_ha=-7420.9218 charge=-1
C 1.38057 5.53974 3.84679 0.134 -0.606 0.219 -0.06
C -0.05378 5.15442 4.10481 -0.828 0.249 0.347 -0.57
N -0.53424 5.09029 5.29288 0.210 0.168 0.032 0.09
C -0.93138 4.78747 2.96764 1.093 0.317 0.084 -0.33
P -0.96628 2.80501 2.87743 -1.165 0.287 0.838 0.35
C -0.14625 2.84156 1.08419 0.260 0.094 -0.832 -0.82
Br -1.23178 3.65860 -0.30268 0.019 -0.153 0.334 0.55
C 1.03697 2.34191 0.74716 -0.324 0.122 0.169 -0.83
C 1.94450 1.66816 1.75551 -0.377 0.396 -0.852 -0.17
Br 1.72893 2.39868 -1.06987 0.129 -0.123 0.211 0.56
H 1.93627 4.62356 3.62821 0.023 -0.019 -0.254 0.06
H 1.50856 6.22474 3.01282 -0.060 0.081 -0.043 0.07
H 1.82107 5.93725 4.76038 0.049 0.251 -0.029 0.06
H 0.19249 5.34052 5.96547 -0.010 -0.033 0.059 0.02
H -1.93169 5.17998 3.12176 -0.184 -0.208 -0.010 0.07
H -0.48024 5.20406 2.06464 -0.295 -0.064 -0.221 0.03
H -2.27934 2.91229 2.24314 0.151 -0.211 -0.314 -0.07
H -0.99472 1.34077 2.83081 0.172 -0.040 -0.207 -0.06
H 0.32982 2.80694 3.54466 0.192 -0.194 -0.315 -0.03
H -1.62378 2.77218 4.17608 0.153 0.101 0.021 -0.05
H 2.80818 1.27540 1.23245 0.149 -0.222 0.265 0.03
H 1.37039 0.87676 2.22905 0.194 -0.155 0.208 0.07
H 2.22517 2.41508 2.49063 0.238 -0.127 0.209 0.05
O -6.28294 -0.79521 -1.54955 -2.384 2.304 -0.482 -0.30
P -5.57785 0.13497 -2.49920 5.266 -2.711 -0.596 0.71
N -5.44565 -0.89698 -3.87290 -0.176 -0.283 0.176 -0.32
C -4.46467 -0.73101 -4.92061 0.097 0.483 -0.188 -0.14
C -6.72932 -1.27344 -4.44780 -0.220 -0.099 0.323 -0.15
N -4.06806 0.29569 -1.67569 0.399 -0.032 0.025 -0.34
C -3.01604 -0.68903 -1.88039 -0.008 -0.216 -0.384 -0.13
C -4.22981 0.49717 -0.22497 -0.174 -0.032 -0.024 -0.13
N -5.28590 1.61638 -3.44068 -2.586 0.776 1.107 -0.30
C -4.06930 2.41206 -3.28130 0.288 0.014 0.225 -0.13
C -6.46614 2.50519 -3.43223 -0.101 -0.231 -0.291 -0.14
H -4.72810 0.06405 -5.63414 -0.005 0.012 0.029 0.08
H -4.38087 -1.66649 -5.48061 -0.082 -0.041 0.058 0.08
H -3.47388 -0.51365 -4.53084 -0.073 0.086 0.077 0.05
H -7.17238 -0.45350 -5.03613 0.022 -0.079 -0.104 0.08
H -7.43207 -1.55383 -3.66339 0.059 0.062 0.054 0.07
H -6.61302 -2.14056 -5.10179 0.096 0.040 -0.047 0.08
H -3.38616 -1.72275 -1.83531 0.040 -0.003 0.011 0.09
H -2.24619 -0.57249 -1.11767 -0.100 0.112 0.083 0.09
H -2.50805 -0.54191 -2.83613 -0.048 -0.045 0.004 0.05
H -4.40401 -0.46592 0.26591 -0.109 0.100 0.158 0.08
H -5.06338 1.15940 0.01765 -0.032 -0.047 -0.143 0.08
H -3.33121 0.95409 0.19328 0.068 0.009 -0.156 0.07
H -3.95036 2.85986 -2.29278 0.049 -0.054 0.029 0.07
H -4.09343 3.22413 -4.01601 -0.297 -0.077 -0.059 0.08
H -3.18601 1.82327 -3.51130 -0.014 -0.088 0.189 0.07
H -6.61469 2.98447 -2.45858 -0.001 0.122 -0.048 0.08
H -7.36934 1.93185 -3.66686 0.034 -0.010 0.055 0.07
H -6.37135 3.28215 -4.19246 0.078 -0.014 -0.003 0.07
O 3.53471 -1.42274 1.54609 2.374 1.862 -1.345 -0.27
P 4.40435 -2.48341 0.94387 -2.935 -4.721 1.618 0.70
N 3.36282 -3.13297 -0.24648 -0.057 0.242 0.029 -0.31
C 3.49665 -4.45836 -0.80677 0.517 -0.170 -0.157 -0.14
C 3.00452 -2.17820 -1.29452 -0.109 0.397 0.208 -0.12
N 4.48147 -3.56528 2.30959 0.002 -0.602 -0.264 -0.34
C 3.41052 -4.53188 2.50347 -0.246 -0.017 -0.210 -0.13
C 4.74548 -2.85696 3.55760 0.167 0.211 -0.065 -0.15
N 5.90938 -3.11112 0.25312 0.595 2.711 0.076 -0.30
C 6.71443 -4.12388 0.92163 -0.039 -0.232 0.302 -0.14
C 6.79130 -2.01048 -0.19155 -0.257 0.046 -0.353 -0.14
H 4.28830 -4.52463 -1.56812 0.005 0.021 0.021 0.08
H 2.55381 -4.73853 -1.28213 -0.040 0.103 0.014 0.09
H 3.69818 -5.21290 -0.05103 0.102 0.095 0.015 0.05
H 3.82707 -2.03210 -2.01153 -0.079 -0.069 -0.067 0.08
H 2.74569 -1.21103 -0.86358 0.049 -0.030 0.062 0.07
H 2.12857 -2.52913 -1.84165 0.023 -0.112 0.016 0.08
H 2.41296 -4.09140 2.38165 -0.013 -0.042 0.029 0.09
H 3.46933 -4.95708 3.50678 0.096 0.134 0.057 0.08
H 3.50339 -5.37671 1.81928 -0.049 0.060 0.007 0.05
H 3.85013 -2.37751 3.96624 0.027 0.070 -0.028 0.08
H 5.49786 -2.07830 3.40957 -0.041 0.013 0.001 0.07
H 5.14202 -3.55470 4.30036 -0.025 -0.077 -0.059 0.08
H 7.11508 -3.79839 1.88568 0.013 -0.055 0.033 0.08
H 7.55767 -4.37072 0.26855 -0.054 0.200 -0.110 0.08
H 6.15298 -5.04315 1.06326 -0.100 0.094 0.125 0.07
H 7.23091 -1.46725 0.65259 0.103 -0.020 -0.040 0.08
H 6.22346 -1.29435 -0.79288 -0.009 0.001 0.069 0.08
H 7.59765 -2.39016 -0.82058 -0.026 -0.079 0.021 0.07